1.
{
  "formula": "C7H11N3O3",
  "method": "wB97M-V/def2-TZVPD",
  "species": ["C", "C", "C", "C", "C", "C", "C", "H", "H", "H", "H", "H", "H", "H", "H", "H", "H", "H", "N", "N", "N", "O", "O", "O"],
  "coordinates": [[0.8152, -2.8751, 3.1327], [1.1287, -2.8601, 1.7640], [1.2469, -1.3100, -0.1248], [-0.7237, 1.6485, -0.2420], [-1.7391, 2.8047, -0.4266], [-1.8017, 3.2235, -1.7211], [-0.7093, 1.3578, -2.6169], [0.8320, -1.7396, 3.6498], [1.5496, -3.3232, 3.8075], [-0.3928, -3.3601, 3.4370], [1.1636, -0.9581, 2.0033], [1.4385, -2.1366, -0.7701], [0.3242, -0.7197, -0.4956], [2.0997, -0.7574, -0.3778], [0.6348, 0.5989, -1.3053], [-2.2844, 3.3410, 0.3206], [-2.4924, 4.1447, -1.7605], [-1.8335, 2.5738, -3.7121], [1.1904, -1.6322, 1.2284], [-0.2999, 1.1090, -1.3868], [-1.2685, 2.6157, -2.7356], [1.6644, -3.7670, 1.1007], [-0.1425, 1.3935, 0.8253], [-0.4002, 0.6280, -3.5941]],
  "forces_ev_per_angstrom": [[-4.21, 1.39, 6.71], [3.92, -1.08, -4.44], [-1.77, 1.09, -1.66], [-0.55, 3.19, 4.00], [1.88, -2.01, -1.87], [-3.95, 3.15, 5.30], [1.63, -1.00, -4.24], [-0.53, -2.81, -1.63], [-0.23, -0.75, -0.61], [3.92, 1.47, -1.11], [-0.38, 0.42, -1.63], [-0.55, -1.25, 0.00], [1.46, -1.82, 1.02], [1.43, 1.55, 0.00], [-2.09, 0.72, -0.27], [0.29, -0.14, 0.58], [1.41, -1.43, -1.16], [1.87, 0.86, 2.87], [-1.17, 1.41, 2.66], [3.31, -2.21, 0.77], [-1.51, -2.31, -7.21], [-1.73, -0.56, 1.08], [-1.18, 0.02, -1.54], [-1.26, 2.09, 2.40]],
  "energy_ha": -663.2436,
  "smiles": "O=c1cc[nH]c(=O)[nH]1.CNC(C)=O",
  "homo_lumo_gap_ev": 9.29
}

2.
{
  "formula": "C4H9OS",
  "method": "wB97M-V/def2-TZVPD",
  "species": ["C", "C", "C", "C", "O", "S", "H", "H", "H", "H", "H", "H", "H", "H", "H"],
  "coordinates": [[2.6476, 0.2455, -0.0244], [1.3631, -0.0667, -0.0816], [-1.0540, 0.1251, 1.5128], [-0.9993, 0.3699, -1.5110], [0.0918, 2.2873, 0.0309], [-0.1081, 0.8366, 0.0545], [3.3436, -0.4846, -0.2005], [3.0782, 1.2233, 0.0379], [0.4586, -2.0881, -0.0281], [-0.5780, 0.3747, 2.4464], [-0.9036, -0.9258, 1.5373], [-2.0570, 0.4907, 1.4861], [-1.8077, 1.2302, -1.5888], [-1.2577, -0.7022, -1.4091], [-0.2886, 0.5227, -2.3026]],
  "forces_ev_per_angstrom": [[-2.85, 0.75, -0.30], [1.29, 1.63, 0.63], [1.48, 0.82, -0.68], [-0.99, 1.41, 1.73], [-0.26, -1.42, 0.62], [-0.45, 0.75, -0.88], [1.71, -2.08, -0.31], [-0.19, 0.82, 0.35], [-0.43, -1.16, 0.04], [0.45, 1.04, 0.14], [-0.38, -1.20, -0.83], [-0.64, 0.07, -0.27], [1.22, -2.26, 0.21], [-0.47, 0.77, -0.24], [0.50, 0.07, -0.22]],
  "energy_ha": -630.6664,
  "homo_lumo_gap_ev": [9.35, 8.33],
  "spin_multiplicity": 3,
  "total_charge": 1
}

3.
{
  "formula": "CH4IN2O",
  "method": "wB97M-V/def2-TZVPD",
  "species": ["C", "N", "N", "O", "I", "H", "H", "H", "H"],
  "coordinates": [[0.2767, -0.1999, 0.0884], [0.3264, -1.4848, 0.3146], [-0.6031, 0.3924, -0.6188], [-0.7498, 1.7224, -0.9204], [1.8983, 1.2274, 1.3910], [-0.4301, -2.0818, 0.0905], [0.6225, -1.5567, 1.2594], [-1.1212, -0.2545, -1.2678], [-0.2198, 2.2355, -0.3368]],
  "forces_ev_per_angstrom": [[2.00, 3.21, 2.01], [0.97, 0.32, 0.64], [-0.79, -0.67, -1.70], [-0.99, -1.35, -1.42], [-2.13, -1.80, -1.74], [-0.93, -0.69, -0.54], [0.73, -1.17, 0.85], [0.04, 1.47, 0.61], [1.09, 0.68, 1.28]],
  "energy_ha": -522.5756,
  "smiles": "N/C(I)=[NH+]/O",
  "homo_lumo_gap_ev": 8.30,
  "total_charge": 1
}